94
Properties=species:S:1:pos:R:3 method="wB97M-V/def2-TZVPD" homo_energy_ev="-10.6 / -13.5" spin_multiplicity=6 total_charge=+2 e_tot_ha=-3085.14959 homo_lumo_gap_ev="3.88 / 5.24"
Ir 14.72136 13.63551 13.49043
C 8.55890 12.41528 13.94657
C 8.36799 13.42738 12.99859
C 9.41939 14.24078 12.70498
C 10.67329 14.03400 13.36557
C 12.02404 14.57076 13.10508
N 12.12818 15.46355 11.97730
C 13.48528 15.62708 11.57591
C 13.78207 16.66764 10.67222
C 13.16125 17.82903 10.26065
C 13.73166 18.69843 9.34778
C 15.09384 18.49056 9.05158
C 15.82753 17.57242 9.65048
C 15.19235 16.65385 10.45727
C 15.67908 15.60816 11.27175
N 16.95444 15.38167 11.57901
C 17.45273 14.52659 12.49315
N 16.68054 13.92251 13.32100
C 17.60066 13.29186 14.28349
N 17.43479 12.47365 15.36224
C 16.18884 12.20887 15.73205
N 15.02103 12.64599 15.20812
C 13.99141 12.16498 15.99326
N 12.69446 12.11450 15.60206
C 12.05441 12.98838 14.83138
N 12.90532 13.98746 14.11709
C 10.71773 13.00075 14.28892
C 9.59510 12.24939 14.69745
C 14.56888 11.49815 17.09386
C 13.90370 10.82514 18.26964
C 14.74366 10.19669 19.10342
C 16.17562 10.05045 18.99675
C 16.67682 10.72737 17.91351
C 15.98206 11.39593 16.96767
C 18.99232 13.44854 13.70537
C 20.19928 12.89560 14.11303
C 21.27749 13.32151 13.37520
C 21.08192 14.18829 12.30364
C 19.92288 14.78746 11.91874
C 18.80829 14.34912 12.69504
N 14.73429 15.00360 11.89333
H 7.77204 11.72460 14.02504
H 7.36726 13.74832 12.62076
H 9.43107 14.92500 11.82775
H 12.12289 17.84333 10.51108
H 13.16652 19.47162 8.86396
H 15.72597 19.06982 8.35721
H 16.83715 17.63732 9.32017
H 9.65043 11.40206 15.37022
H 12.87037 10.97684 18.27867
H 14.58623 9.67785 20.00018
H 16.49477 9.20210 19.67269
H 17.75226 10.53852 17.72247
H 20.31937 12.49859 15.06512
H 22.27190 12.94058 13.61616
H 22.04050 14.45363 11.83074
H 19.68740 15.29334 10.98106
N 13.40046 12.07626 12.38364
C 14.05364 10.79732 12.14368
C 13.11606 9.99501 11.29840
C 12.91666 10.34572 9.85341
C 13.13876 9.17490 8.87148
N 14.48062 8.71229 9.06039
C 14.81456 7.45662 9.06725
N 14.13371 6.55804 8.43472
N 15.86887 7.06556 9.86081
C 15.42595 11.08783 11.47014
O 15.94309 10.19212 10.75270
O 15.85714 12.25386 11.63532
H 12.43033 11.98872 12.73023
H 13.22823 12.41533 11.40015
H 14.28124 10.32502 13.14970
H 12.13062 10.00489 11.74588
H 13.52930 8.99956 11.38336
H 13.56768 11.12279 9.52751
H 11.75280 10.73620 9.71857
H 12.90870 9.44048 7.88660
H 12.41351 8.35746 9.05322
H 15.10577 9.34197 9.68170
H 13.35709 6.81431 7.86579
H 14.34637 5.61670 8.47269
H 16.43929 7.86738 10.09275
H 16.51111 6.37152 9.45720
Cl 15.12120 14.43628 5.99887
C 13.94770 14.43830 7.28498
C 12.78374 15.27932 7.22910
C 11.93925 15.17755 8.29341
C 12.11409 14.21378 9.27190
N 13.24075 13.50435 9.32711
C 14.15571 13.60517 8.35781
H 12.69055 15.87688 6.38836
H 11.00492 15.73325 8.29608
H 11.43592 14.08472 10.09539
H 15.05472 13.03750 8.37580